Entry from the OMol25 dataset: a molecular structure, C40H66F2O14S7 (ωB97M-V/def2-TZVPD).

Each line ends with the Löwdin charge.
Atoms and positions in Å:
F1 14.531 5.563 50.295  0.055
C1 13.981 5.730 49.054  -0.330
C2 14.678 6.098 48.013  -0.045
C3 14.156 6.294 46.707  -0.102
C4 12.806 6.348 46.632  -0.133
C5 11.953 6.101 47.764  -0.090
C6 12.580 5.785 48.957  -0.029
H1 15.923 6.045 48.021  0.173
H2 14.937 6.465 45.842  0.133
H3 12.164 6.838 45.719  0.143
H4 10.827 6.078 47.573  0.123
H5 12.115 5.479 50.017  0.148
F2 13.529 7.792 53.083  0.064
C7 12.477 7.020 52.809  -0.245
C8 11.482 7.496 51.837  -0.034
C9 10.450 6.662 51.606  -0.107
C10 10.351 5.215 52.047  -0.001
C11 11.484 4.795 52.891  -0.100
C12 12.442 5.689 53.253  -0.055
H6 11.635 8.383 51.335  0.077
H7 9.644 7.034 51.001  0.092
H8 9.505 4.722 51.618  0.073
H9 11.417 3.812 53.219  0.072
H10 13.093 5.125 54.089  0.168
C13 21.327 5.381 47.999  -0.227
C14 20.279 6.344 48.495  -0.224
C15 18.973 5.850 48.313  -0.210
S1 19.234 4.090 48.552  0.667
O1 18.585 3.404 47.466  -0.305
O2 18.829 3.794 49.861  -0.276
C16 20.948 4.076 48.451  -0.233
H11 22.267 5.704 48.185  0.098
H12 21.522 5.623 47.010  0.112
H13 20.446 7.300 48.131  0.115
H14 20.328 6.507 49.515  0.114
H15 18.679 5.873 47.446  0.019
H16 18.185 6.118 48.898  0.090
H17 21.386 3.419 47.628  0.160
H18 21.379 3.850 49.324  0.078
C17 9.477 4.308 41.880  -0.204
C18 8.208 5.132 41.911  -0.323
C19 8.535 6.328 42.651  -0.278
S2 10.142 6.850 42.133  0.712
O3 10.941 7.309 43.246  -0.324
O4 9.958 7.609 40.910  -0.302
C20 10.707 5.232 41.650  -0.167
H19 9.382 3.382 41.100  0.170
H20 9.322 3.719 42.782  0.079
H21 7.249 4.539 42.172  0.158
H22 8.003 5.486 40.870  0.122
H23 8.453 5.824 43.616  0.091
H24 7.523 6.846 42.645  0.153
H25 11.541 5.012 42.251  0.072
H26 10.918 5.048 40.759  0.025
C21 14.809 3.887 42.427  -0.124
C22 14.027 2.980 41.288  -0.150
C23 13.474 1.874 42.050  -0.279
S3 13.080 2.382 43.644  0.601
O5 13.383 1.336 44.491  -0.261
O6 11.694 2.683 43.468  -0.323
C24 14.087 3.850 43.781  -0.226
H27 15.002 4.867 41.989  0.080
H28 15.814 3.533 42.953  0.154
H29 14.448 2.742 40.368  0.095
H30 13.294 3.396 40.716  0.073
H31 14.148 1.130 42.291  0.084
H32 12.631 1.347 41.711  0.107
H33 14.791 3.577 44.541  0.087
H34 13.552 4.746 44.053  0.087
C25 7.873 1.672 46.791  -0.269
C26 8.315 2.589 45.729  -0.306
C27 8.181 3.902 46.141  -0.308
S4 7.309 3.923 47.639  0.648
O7 6.302 4.874 47.555  -0.277
O8 8.239 4.011 48.774  -0.330
C28 6.739 2.246 47.535  -0.211
H35 8.863 1.551 47.468  0.158
H36 7.885 0.678 46.367  0.121
H37 7.765 2.545 44.811  0.105
H38 9.438 2.293 45.184  0.200
H39 7.679 4.642 45.497  0.113
H40 9.111 4.430 46.267  0.109
H41 5.777 2.167 47.130  0.093
H42 6.749 1.617 48.483  0.147
C29 14.153 10.629 42.860  -0.189
C30 15.535 10.348 42.552  -0.288
C31 15.611 9.245 41.701  -0.287
S5 14.479 8.082 42.474  0.673
O9 15.115 7.350 43.521  -0.322
O10 13.773 7.328 41.455  -0.330
C32 13.492 9.356 43.264  -0.181
H43 13.791 11.164 41.948  0.167
H44 14.227 11.313 43.399  -0.004
H45 16.095 10.057 43.334  0.104
H46 16.057 10.999 41.827  0.157
H47 16.616 8.761 41.682  0.128
H48 15.360 9.291 40.514  0.175
H49 13.144 9.034 44.306  0.132
H50 12.515 9.251 42.914  0.058
C33 11.362 10.087 48.238  -0.100
C34 11.100 11.357 47.316  -0.275
C35 12.089 11.606 46.382  -0.295
S6 13.524 11.342 47.328  0.638
O11 13.555 12.356 48.326  -0.280
O12 14.676 11.004 46.516  -0.316
C36 12.997 9.910 48.124  -0.209
H51 10.946 9.070 47.925  0.119
H52 11.269 10.273 49.295  0.089
H53 11.182 12.329 47.932  0.146
H54 10.053 11.194 46.996  0.132
H55 12.128 12.580 46.077  0.100
H56 11.922 10.869 45.652  0.106
H57 13.643 9.770 48.910  0.081
H58 13.018 9.145 47.394  0.062
C37 12.371 2.143 48.465  -0.085
C38 13.771 2.414 49.271  -0.272
C39 14.050 1.216 49.832  -0.350
S7 12.604 0.572 50.585  0.684
O13 12.518 1.153 51.915  -0.329
O14 12.779 -0.890 50.493  -0.355
C40 11.370 1.264 49.470  -0.162
H59 12.442 1.471 47.721  0.044
H60 11.875 3.126 48.158  0.113
H61 13.560 3.108 50.010  0.082
H62 14.502 2.683 48.487  0.142
H63 14.904 1.394 50.636  0.171
H64 14.453 0.360 49.037  0.185
H65 10.678 1.777 49.929  0.014
H66 10.741 0.507 48.903  0.117

As for the spin multiplicity: 1. Its max |F| is 14.2 eV/A. The HOMO energy is -8.6 eV. The HOMO-LUMO gap is 0.321 hartree. The calculation puts the calculated total energy at -152475.6422 eV. The lowest unoccupied orbital energy comes out at 0.0050 hartree.

***

Entry from the OMol25 dataset: 3 unconnected molecules or ions with the total composition C40H67BBrN3O7P (ωB97M-V/def2-TZVPD).

Each line ends with the Löwdin charge.
Atoms and positions in Å:
C1 -7.592 0.923 -1.533  -0.107
C2 -6.971 0.086 -0.393  -0.246
C3 -5.445 -0.076 -0.562  -0.190
C4 -4.672 1.085 0.131  -0.089
C5 -3.839 0.747 1.391  -0.544
P1 -4.006 -0.916 2.165  0.656
O1 -3.237 -1.906 1.076  -0.371
Br1 -2.588 -0.963 3.925  0.319
O2 -2.518 1.245 1.401  -0.013
B1 -2.588 2.712 1.646  -0.890
O3 -2.523 3.441 0.363  0.007
C6 -1.265 3.382 -0.245  -0.193
C7 -1.092 2.192 -1.218  -0.166
O4 0.023 1.400 -0.808  -0.147
C8 -0.272 0.034 -0.587  -0.275
C9 0.416 -0.450 0.684  -0.067
C10 -1.558 3.239 2.781  -0.050
C11 -1.369 4.580 3.032  -0.046
C12 -0.483 5.067 3.951  -0.171
N1 0.286 4.259 4.683  0.036
C13 0.097 2.970 4.457  -0.188
C14 -0.768 2.404 3.554  -0.035
O5 -3.968 2.973 2.166  0.041
C15 -4.430 1.707 2.529  -0.355
C16 -5.906 1.547 2.969  -0.082
C17 -6.802 2.755 2.839  -0.200
C18 -6.729 3.708 1.856  -0.038
C19 -7.593 4.770 1.801  -0.088
C20 -8.570 4.897 2.747  -0.118
C21 -8.673 3.952 3.733  -0.111
C22 -7.809 2.897 3.771  -0.062
H1 -7.675 1.974 -1.248  0.065
H2 -8.598 0.588 -1.794  0.060
H3 -6.985 0.897 -2.440  0.062
H4 -7.489 -0.876 -0.361  0.096
H5 -7.211 0.620 0.527  0.082
H6 -5.098 -1.073 -0.301  0.069
H7 -5.268 0.034 -1.635  0.094
H8 -5.384 1.875 0.352  0.098
H9 -3.971 1.503 -0.587  0.108
H10 -3.778 -2.694 0.964  0.032
H11 -1.143 4.302 -0.835  0.114
H12 -0.411 3.347 0.442  0.126
H13 -2.011 1.621 -1.337  0.106
H14 -0.835 2.600 -2.206  0.109
H15 0.192 -0.545 -1.401  0.095
H16 -1.332 -0.187 -0.464  0.104
H17 1.428 -0.050 0.779  0.070
H18 0.472 -1.541 0.711  0.070
H19 -0.155 -0.146 1.564  0.050
H20 -1.952 5.289 2.448  0.118
H21 -0.390 6.144 4.055  0.092
H22 0.731 2.286 5.027  0.094
H23 -0.836 1.334 3.429  0.053
H24 -3.860 1.476 3.448  0.097
H25 -6.317 0.674 2.453  0.088
H26 -5.906 1.269 4.023  0.114
H27 -5.957 3.651 1.101  0.110
H28 -7.452 5.495 1.011  0.104
H29 -9.234 5.753 2.720  0.097
H30 -9.428 4.015 4.508  0.098
H31 -7.914 2.148 4.548  0.111
C23 1.764 0.111 -4.040  -0.020
C24 2.313 -1.098 -4.847  -0.469
C25 3.405 -1.840 -4.061  -0.138
C26 4.787 -1.192 -4.098  -0.176
C27 5.188 -0.876 -5.536  -0.141
C28 4.147 -0.011 -6.245  -0.499
N2 2.788 -0.632 -6.188  -0.077
O6 2.745 -1.620 -7.029  -0.023
C29 4.153 1.392 -5.607  -0.044
C30 4.571 0.222 -7.693  -0.048
C31 1.129 -2.058 -4.966  -0.051
H32 1.936 1.069 -4.525  0.063
H33 0.682 0.060 -3.920  0.077
H34 2.198 0.165 -3.040  0.089
H35 3.504 -2.856 -4.457  0.121
H36 3.086 -1.953 -3.023  0.120
H37 4.804 -0.292 -3.478  0.106
H38 5.518 -1.875 -3.658  0.110
H39 6.154 -0.365 -5.542  0.122
H40 5.335 -1.813 -6.083  0.125
H41 3.395 2.030 -6.064  0.092
H42 5.123 1.866 -5.765  0.086
H43 3.989 1.385 -4.532  0.065
H44 4.735 -0.711 -8.232  0.078
H45 5.512 0.773 -7.718  0.083
H46 3.823 0.804 -8.235  0.090
H47 0.333 -1.632 -5.579  0.092
H48 0.725 -2.253 -3.973  0.089
H49 1.413 -3.019 -5.395  0.076
C32 5.703 -5.392 2.125  -0.026
C33 4.718 -4.380 1.473  -0.474
C34 5.473 -3.216 0.810  -0.141
C35 5.954 -2.125 1.764  -0.175
C36 4.811 -1.668 2.666  -0.134
C37 4.179 -2.833 3.425  -0.495
N3 3.731 -3.917 2.495  -0.079
O7 2.649 -3.526 1.897  -0.012
C38 5.194 -3.361 4.458  -0.048
C39 3.006 -2.324 4.261  -0.036
C40 4.040 -5.162 0.348  -0.055
H50 5.580 -5.474 3.202  0.059
H51 5.541 -6.403 1.750  0.074
H52 6.745 -5.133 1.930  0.084
H53 4.821 -2.743 0.069  0.119
H54 6.325 -3.611 0.251  0.119
H55 6.805 -2.478 2.353  0.102
H56 6.321 -1.275 1.183  0.112
H57 5.181 -0.926 3.377  0.126
H58 4.055 -1.159 2.060  0.125
H59 4.789 -4.219 4.999  0.090
H60 5.414 -2.583 5.190  0.087
H61 6.151 -3.649 4.026  0.061
H62 2.264 -1.802 3.658  0.081
H63 3.364 -1.615 5.007  0.088
H64 2.507 -3.143 4.783  0.092
H65 3.418 -5.967 0.743  0.091
H66 4.803 -5.607 -0.293  0.088
H67 3.418 -4.529 -0.283  0.076

As for the spin multiplicity: 3. Its max |F| is 2.8 eV/A. The HOMO energy (alpha / beta) is -5.6 / -5.6 eV. As for the net charge: -1. The HOMO-LUMO gap (alpha / beta) is 0.279 / 0.270 hartree. The calculation puts the calculated total energy at -141378.2353 eV. The lowest unoccupied orbital energy (alpha / beta) comes out at 0.0734 / 0.0637 hartree.